{
  "formula": "C30H49Cl2CrGeN5O4Se",
  "method": "ωB97M-V with the def2-TZVPD basis set",
  "charge": 3,
  "e_above_lowest_kcal_mol": 7.9,
  "total_energy_ev": -222855.9807,
  "s2": 3.804,
  "spin_multiplicity": 4,
  "homo_energy_ha": [-0.54237, -0.54239],
  "species": ["Cr", "N", "C", "C", "C", "N", "C", "C", "N", "C", "H", "H", "H", "H", "H", "H", "H", "H", "H", "H", "H", "H", "H", "H", "H", "H", "Cl", "C", "C", "C", "C", "C", "Cl", "C", "N", "C", "C", "C", "C", "C", "C", "C", "C", "O", "O", "H", "H", "H", "H", "H", "H", "H", "H", "H", "H", "C", "Ge", "C", "C", "C", "Se", "C", "H", "H", "H", "H", "H", "H", "H", "H", "H", "H", "H", "H", "H", "H", "O", "C", "O", "C", "N", "C", "C", "C", "H", "H", "H", "H", "H", "H", "H", "H", "H"],
  "positions_angstrom": [[0.972, 1.002, -0.325], [-3.379, -1.073, -1.105], [-2.309, -0.095, -1.475], [-1.822, -0.224, -2.906], [-0.613, 0.698, -3.081], [0.548, 0.202, -2.255], [-0.946, 2.144, -2.719], [-1.626, 2.311, -1.361], [-0.645, 2.195, -0.228], [-2.771, 1.319, -1.169], [-3.144, -2.025, -1.440], [-4.298, -0.819, -1.474], [-3.418, -1.133, -0.080], [-1.492, -0.357, -0.812], [-2.593, 0.075, -3.622], [-1.546, -1.255, -3.141], [-0.309, 0.660, -4.128], [1.400, 0.441, -2.759], [0.521, -0.818, -2.230], [-1.630, 2.528, -3.480], [-0.056, 2.774, -2.768], [-2.035, 3.320, -1.308], [-1.145, 1.936, 0.626], [-0.216, 3.116, -0.096], [-3.582, 1.601, -1.848], [-3.159, 1.387, -0.150], [-3.692, -5.150, 2.306], [-4.089, -5.311, 0.625], [-5.124, -6.153, 0.256], [-5.446, -6.298, -1.084], [-4.752, -5.584, -2.047], [-3.737, -4.733, -1.649], [-2.908, -3.810, -2.892], [-3.356, -4.580, -0.318], [-2.327, -3.695, 0.088], [-0.961, -4.080, -0.104], [-0.595, -5.081, -0.995], [0.739, -5.411, -1.177], [1.726, -4.760, -0.456], [1.357, -3.794, 0.466], [0.026, -3.439, 0.657], [-0.316, -2.447, 1.752], [-0.634, -1.069, 1.236], [-1.717, -0.514, 1.345], [0.369, -0.507, 0.588], [-5.661, -6.699, 1.018], [-6.243, -6.967, -1.378], [-4.993, -5.680, -3.096], [-2.475, -3.476, 1.068], [-1.351, -5.630, -1.538], [0.999, -6.200, -1.870], [2.766, -5.030, -0.579], [2.116, -3.321, 1.079], [0.564, -2.350, 2.390], [-1.142, -2.783, 2.382], [0.885, -0.656, 4.950], [0.734, 1.284, 5.048], [2.411, 2.107, 5.598], [-0.794, 1.899, 6.071], [0.346, 1.823, 3.143], [1.894, 1.616, 1.978], [2.567, 3.432, 2.086], [1.259, -1.052, 5.894], [1.584, -0.958, 4.167], [-0.087, -1.110, 4.758], [2.660, 1.751, 6.598], [2.333, 3.193, 5.648], [3.239, 1.829, 4.943], [-0.673, 1.619, 7.117], [-1.717, 1.450, 5.705], [-0.886, 2.984, 6.021], [0.002, 2.853, 3.038], [-0.423, 1.156, 2.749], [2.727, 3.635, 3.142], [1.865, 4.138, 1.654], [3.525, 3.468, 1.571], [1.338, 4.108, -0.875], [2.287, 3.443, -1.242], [2.344, 2.141, -1.230], [3.505, 4.182, -1.783], [4.667, 3.252, -2.082], [5.115, 3.501, -3.517], [4.601, 4.901, -3.800], [3.240, 4.911, -3.109], [3.833, 4.887, -1.020], [4.363, 2.287, -1.929], [5.441, 3.432, -1.443], [4.623, 2.754, -4.138], [6.191, 3.370, -3.580], [4.534, 5.091, -4.869], [5.265, 5.653, -3.370], [2.504, 4.362, -3.702], [2.847, 5.908, -2.928]]
}

{
  "formula": "C30H49ClF5NO14S4",
  "method": "ωB97M-V with the def2-TZVPD basis set",
  "total_energy_ev": -131508.0134,
  "homo_energy_ha": -0.33396,
  "species": ["C", "C", "C", "C", "N", "O", "C", "C", "C", "C", "S", "C", "C", "C", "Cl", "C", "C", "C", "C", "O", "C", "C", "F", "F", "C", "C", "C", "C", "C", "C", "F", "F", "F", "C", "H", "H", "H", "H", "H", "H", "H", "H", "H", "H", "H", "H", "H", "H", "H", "H", "H", "H", "H", "H", "H", "H", "H", "H", "H", "H", "H", "H", "H", "H", "H", "H", "H", "H", "H", "H", "H", "O", "S", "O", "O", "C", "C", "O", "H", "H", "H", "H", "O", "S", "O", "O", "C", "C", "O", "H", "H", "H", "H", "O", "S", "O", "O", "C", "C", "O", "H", "H", "H", "H"],
  "positions_angstrom": [[0.538, -1.393, 2.849], [1.708, -0.481, 2.512], [1.671, 0.021, 1.024], [0.922, 1.353, 0.995], [-0.424, 1.297, 1.623], [1.109, -1.046, 0.297], [0.383, -0.846, -0.912], [0.242, -2.272, -1.533], [0.066, -3.402, -0.499], [1.296, -4.267, -0.276], [1.659, -5.301, -1.730], [1.054, 0.069, -1.944], [0.568, -0.069, -3.393], [1.132, 1.108, -4.198], [0.207, 2.596, -3.902], [-1.066, -0.337, -0.704], [-1.863, -1.089, 0.361], [-2.963, -0.248, 0.981], [-4.020, -1.062, 1.772], [-3.808, -2.467, 1.758], [-4.636, -3.119, 0.818], [3.152, 0.406, 0.669], [3.589, 1.130, 1.756], [3.192, 1.312, -0.345], [4.185, -0.672, 0.436], [5.142, -0.917, 1.424], [6.164, -1.846, 1.222], [6.292, -2.517, 0.020], [5.355, -2.256, -0.981], [5.556, -2.912, -2.314], [6.734, -2.503, -2.841], [5.635, -4.229, -2.232], [4.621, -2.590, -3.199], [4.293, -1.377, -0.761], [-0.416, -0.891, 2.839], [0.681, -1.762, 3.860], [0.506, -2.269, 2.215], [1.650, 0.385, 3.158], [2.619, -1.029, 2.716], [1.507, 2.066, 1.562], [0.795, 1.776, 0.005], [-1.027, 1.926, 1.108], [-0.367, 1.695, 2.552], [1.129, -2.505, -2.115], [-0.623, -2.286, -2.181], [-0.288, -3.049, 0.458], [-0.704, -4.077, -0.868], [1.083, -4.952, 0.537], [2.164, -3.686, 0.016], [0.509, -5.173, -2.397], [2.127, -0.085, -1.986], [0.913, 1.121, -1.709], [-0.511, 0.011, -3.456], [0.953, -0.962, -3.871], [2.173, 1.260, -3.942], [1.079, 0.869, -5.252], [-1.585, -0.454, -1.648], [-1.055, 0.736, -0.526], [-2.342, -1.938, -0.120], [-1.237, -1.481, 1.148], [-3.473, 0.337, 0.216], [-2.543, 0.474, 1.669], [-3.997, -0.756, 2.814], [-5.016, -0.813, 1.412], [-4.372, -4.171, 0.798], [-5.687, -3.021, 1.087], [-4.489, -2.704, -0.180], [5.127, -0.405, 2.368], [6.880, -2.027, 2.006], [7.094, -3.212, -0.162], [3.599, -1.221, -1.568], [-1.627, -2.966, 7.213], [-1.939, -2.817, 5.839], [-1.548, -1.671, 5.104], [-3.507, -3.055, 5.642], [-3.739, -4.104, 4.688], [-2.535, -5.011, 4.837], [-1.440, -4.106, 5.032], [-3.794, -3.664, 3.689], [-4.674, -4.608, 4.919], [-2.354, -5.619, 3.955], [-2.618, -5.653, 5.717], [-1.843, 5.591, -0.700], [-1.238, 6.159, 0.450], [-1.926, 7.083, 1.270], [0.179, 6.766, 0.020], [1.236, 6.177, 0.791], [0.725, 4.791, 1.120], [-0.672, 4.982, 1.380], [1.388, 6.775, 1.692], [2.151, 6.159, 0.206], [1.210, 4.361, 1.991], [0.826, 4.113, 0.270], [-3.431, 7.870, -6.349], [-3.572, 6.461, -6.357], [-4.231, 5.789, -7.415], [-4.214, 6.015, -4.959], [-3.362, 5.071, -4.294], [-1.969, 5.434, -4.760], [-2.141, 5.779, -6.142], [-3.642, 4.065, -4.611], [-3.481, 5.164, -3.218], [-1.268, 4.610, -4.671], [-1.584, 6.306, -4.228]]
}